# 1
C22H25N10O3PZn | ωB97M-V with the def2-TZVPD basis set

* E_tot: -101960.71006 eV

Structure (ORCA input):
```
! RIJCOSX wB97M-V def2-TZVPD def2/J DEFGRID3
* xyz 2 1
Zn 1.092 0.122 -0.682
N 0.916 -3.180 -1.636
C 1.340 -3.051 -0.371
N 1.599 -4.160 0.299
C 1.961 -3.999 1.574
N 2.276 -5.074 2.281
N 2.008 -2.800 2.213
C 1.753 -1.771 1.457
N 1.460 -1.800 0.146
C 1.754 -0.422 2.093
C 2.086 -0.256 3.424
C 2.048 1.023 3.962
C 1.682 2.083 3.149
C 1.373 1.835 1.823
N 1.404 0.605 1.305
H 0.874 -4.103 -2.034
H 0.687 -2.385 -2.201
H 2.256 -5.982 1.849
H 2.548 -4.976 3.244
H 2.363 -1.119 4.010
H 2.303 1.186 5.000
H 1.639 3.095 3.527
H 1.107 2.638 1.152
N 2.795 -0.298 -3.490
C 2.187 -0.159 -2.525
H 3.345 -0.381 -4.327
N -8.848 -2.639 1.596
C -7.857 -2.294 1.130
C -6.611 -1.863 0.555
C -5.901 -0.823 1.147
C -4.702 -0.408 0.595
C -4.222 -1.052 -0.534
C -4.919 -2.089 -1.135
C -6.124 -2.492 -0.589
N -2.967 -0.638 -1.095
C -2.714 -0.363 -2.419
C -1.397 -0.039 -2.493
N -0.843 -0.113 -1.231
C -1.820 -0.480 -0.418
H -6.298 -0.335 2.027
H -4.156 0.422 1.025
H -4.517 -2.584 -2.009
H -6.686 -3.299 -1.039
H -3.491 -0.403 -3.163
H -0.824 0.255 -3.356
H -1.735 -0.662 0.641
C 2.844 5.511 -0.401
O 2.457 4.125 -0.230
P 2.568 3.107 -1.475
O 3.294 1.822 -0.782
C 4.685 1.967 -0.432
O 1.094 2.329 -1.320
C -0.049 3.072 -1.796
H 2.014 6.133 -0.080
H 3.084 5.724 -1.443
H 3.713 5.704 0.223
H 4.779 2.566 0.473
H 5.244 2.434 -1.244
H 5.075 0.969 -0.254
H -0.932 2.650 -1.324
H -0.131 2.993 -2.879
H 0.036 4.121 -1.511
*
```

# 2
C14H30BFNO8 | ωB97M-V with the def2-TZVPD basis set

* E_tot: -36263.51059 eV

Structure (ORCA input):
```
! RIJCOSX wB97M-V def2-TZVPD def2/J DEFGRID3
* xyz 1 1
C -0.685 -0.611 0.428
C -1.397 0.611 1.084
F -2.515 0.083 1.763
C -0.554 1.344 2.164
C 0.593 2.247 1.603
C 1.671 2.202 2.793
C 3.073 2.592 2.111
N 2.732 2.584 0.646
C 3.966 2.231 -0.157
B 3.862 2.878 -1.661
O 4.270 4.204 -1.891
O 3.350 2.046 -2.688
C 1.525 1.703 0.466
H -0.155 -0.213 -0.475
H -1.414 -1.357 0.060
H 0.107 -1.055 1.067
H -1.820 1.287 0.313
H -1.256 2.026 2.702
H -0.218 0.607 2.919
H 0.376 3.308 1.359
H 1.442 2.846 3.662
H 1.841 1.127 3.020
H 3.251 3.599 2.548
H 3.882 1.876 2.346
H 2.596 3.564 0.377
H 4.166 1.142 -0.183
H 4.850 2.717 0.313
H 3.580 4.671 -2.376
H 2.390 2.051 -2.590
H 1.889 0.694 0.757
H 1.181 1.709 -0.584
C 1.785 -5.794 -0.804
O 0.998 -4.782 -0.173
C 0.476 -5.153 0.999
O 0.617 -6.218 1.528
O -0.232 -4.125 1.479
C -0.853 -4.383 2.740
H 2.154 -5.382 -1.741
H 2.638 -6.063 -0.181
H 1.179 -6.672 -1.023
H -0.103 -4.596 3.502
H -1.561 -5.207 2.659
H -1.395 -3.484 3.025
C -4.466 -0.209 -0.652
O -3.823 -0.240 -1.929
C -4.354 0.594 -2.827
O -5.283 1.329 -2.643
O -3.667 0.467 -3.965
C -4.132 1.307 -5.022
H -3.954 -0.920 -0.010
H -4.387 0.782 -0.205
H -5.510 -0.508 -0.738
H -4.042 2.358 -4.747
H -5.163 1.066 -5.280
H -3.503 1.118 -5.889
*
```

# 3
C4H10N2O | ωB97M-V with the def2-TZVPD basis set

* SMILES string: [H]/N=C/N(O)C(C)C
* energy relative to the best compared isomer or geometry (same formula, charge and spin): 125.2 kcal per mole

Structure (ORCA input):
```
! RIJCOSX wB97M-V def2-TZVPD def2/J DEFGRID3
* xyz 0 1
H 1.039 -2.099 -1.704
N 1.026 -1.315 -1.064
C 0.226 -0.497 -1.539
N -0.235 0.667 -0.789
O -1.523 0.945 -1.048
C -0.116 0.558 0.591
C -1.126 -0.535 0.970
C 1.326 0.361 1.117
H -0.306 -0.497 -2.483
H -1.299 1.848 -1.665
H -0.245 1.650 1.039
H -0.703 -1.414 0.218
H -2.158 -0.060 0.579
H -1.100 -0.870 2.062
H 1.940 1.272 0.852
H 1.939 -0.409 0.625
H 1.316 0.394 2.238
*
```

# 4
C27H35IO3OsS2Si | ωB97M-V with the def2-TZVPD basis set

* E_tot: -74808.83892 eV
* <S²>: 6.025

Structure (ORCA input):
```
! RIJCOSX wB97M-V def2-TZVPD def2/J DEFGRID3
* xyz 2 5
Os 1.212 -0.721 1.627
O 0.436 -2.345 0.422
S -1.020 -2.786 0.304
C -1.101 -4.332 1.303
C -1.564 -5.430 0.360
C -0.859 -5.165 -0.966
C -1.099 -3.700 -1.287
H -1.777 -4.159 2.137
H -0.098 -4.517 1.688
H -2.646 -5.388 0.229
H -1.307 -6.412 0.754
H -1.247 -5.805 -1.758
H 0.210 -5.356 -0.860
H -2.104 -3.528 -1.668
H -0.374 -3.271 -1.972
C 6.485 0.282 0.795
C 5.997 -1.141 0.633
S 4.291 -1.402 -0.018
O 3.417 -1.192 1.205
C 4.005 0.097 -1.087
C 3.451 1.296 -0.350
H 7.476 0.251 1.246
H 5.837 0.853 1.453
H 6.577 0.792 -0.161
H 5.984 -1.661 1.591
H 6.636 -1.695 -0.057
H 3.297 -0.265 -1.832
H 4.946 0.305 -1.589
H 2.698 0.987 0.389
H 2.957 1.968 -1.048
H 4.227 1.851 0.167
I 1.503 -1.701 4.183
C 1.615 0.298 3.370
H 2.616 0.687 3.540
H 0.857 0.918 3.844
O 0.162 0.689 0.661
Si -1.135 1.318 0.015
C -1.530 3.039 0.768
C -2.836 3.497 0.781
C -3.103 4.793 1.198
C -2.067 5.618 1.595
C -0.766 5.146 1.609
C -0.492 3.851 1.194
C -2.556 0.080 0.347
C -3.231 -0.501 -0.717
C -4.254 -1.404 -0.477
C -4.600 -1.733 0.822
C -3.905 -1.178 1.883
C -2.882 -0.273 1.648
C -0.963 1.598 -1.864
C -1.982 2.235 -2.560
C -1.868 2.437 -3.924
C -0.726 2.028 -4.593
C 0.288 1.383 -3.905
C 0.168 1.168 -2.542
H -3.653 2.858 0.481
H -4.123 5.145 1.203
H -2.275 6.634 1.897
H 0.047 5.778 1.930
H 0.522 3.484 1.202
H -2.976 -0.234 -1.731
H -4.790 -1.832 -1.310
H -5.427 -2.402 1.005
H -4.174 -1.430 2.896
H -2.364 0.184 2.478
H -2.870 2.575 -2.046
H -2.668 2.924 -4.460
H -0.623 2.214 -5.651
H 1.171 1.046 -4.424
H 0.946 0.656 -1.997
*
```

# 5
C21H66BF6N2O17S2V | ωB97M-V with the def2-TZVPD basis set

* E_tot: -124971.48092 eV
* <S²>: 2.011

Structure (ORCA input):
```
! RIJCOSX wB97M-V def2-TZVPD def2/J DEFGRID3
* xyz 0 3
V -2.770 0.715 -2.102
B -1.953 3.963 -2.467
F -0.739 4.490 -2.106
F -2.127 2.649 -1.882
F -3.047 4.739 -2.090
F -2.022 3.777 -3.862
N -3.378 -1.103 -2.646
S -4.774 -1.775 -3.024
O -5.309 -2.805 -2.204
O -5.125 -1.657 -4.397
F -5.602 -0.511 -2.389
S -2.484 -2.452 -3.195
O -2.162 -2.290 -4.567
O -2.637 -3.722 -2.598
F -1.149 -1.927 -2.498
C 1.043 -1.708 -0.358
C -0.019 -1.161 0.629
C 0.570 -1.207 2.051
C 1.659 -0.179 2.276
C 1.085 1.214 2.074
C 0.354 1.415 0.720
N -0.441 0.215 0.349
O -1.094 0.348 -0.722
C 1.427 1.708 -0.346
C -0.546 2.616 0.943
C -1.204 -2.108 0.681
H 0.912 -1.260 -1.350
H 0.852 -2.743 -0.641
H 2.064 -1.495 -0.053
H 1.052 -2.174 2.211
H -0.237 -1.089 2.778
H 2.508 -0.325 1.603
H 2.077 -0.243 3.283
H 1.975 1.846 2.133
H 0.455 1.522 2.910
H 2.109 2.462 0.050
H 0.930 2.227 -1.168
H 2.032 0.876 -0.701
H -1.199 2.821 0.099
H 0.026 3.542 1.026
H -1.106 2.604 1.879
H -0.949 -3.029 1.216
H -1.604 -2.461 -0.268
H -2.007 -1.778 1.345
C 5.093 -2.037 3.165
O 5.657 -2.599 4.340
H 4.736 -2.814 2.484
H 4.242 -1.423 3.460
H 5.734 -1.354 2.598
H 6.360 -3.173 4.020
C 1.046 -4.284 -3.374
O 1.659 -5.551 -3.451
H 0.633 -4.093 -2.370
H 1.825 -3.514 -3.434
H 0.233 -4.185 -4.086
H 2.526 -5.537 -3.025
C -3.897 4.103 0.854
O -3.935 2.954 1.763
H -4.046 4.982 1.477
H -2.926 4.047 0.371
H -4.703 3.977 0.138
H -3.206 3.102 2.376
C 0.920 -2.077 5.518
O 0.513 -2.796 6.671
H 1.923 -1.649 5.565
H 0.878 -2.767 4.675
H 0.208 -1.258 5.369
H 1.090 -2.545 7.396
C 3.582 -0.870 -3.432
O 3.106 0.219 -4.212
H 3.827 -0.472 -2.438
H 2.763 -1.557 -3.192
H 4.403 -1.482 -3.809
H 3.700 0.927 -3.908
C 0.081 0.901 -3.591
O -1.366 0.885 -3.703
H 0.378 1.843 -4.048
H 0.596 0.685 -2.665
H 0.395 0.097 -4.261
H -1.448 0.778 -4.655
C 0.245 6.069 1.632
O 1.137 7.128 2.043
H -0.790 6.399 1.681
H 0.558 5.811 0.621
H 0.504 5.217 2.262
H 1.416 6.965 2.945
C -1.184 3.808 4.625
O -2.340 4.237 3.928
H -0.235 4.237 4.286
H -1.289 4.071 5.681
H -1.039 2.728 4.597
H -2.604 5.073 4.321
C -4.255 -0.081 0.395
O -3.914 1.131 -0.345
H -4.236 -0.976 -0.214
H -3.520 -0.132 1.200
H -5.231 0.083 0.849
H -4.010 1.797 0.361
C -3.546 -4.765 1.282
O -4.942 -4.774 0.979
H -3.062 -5.737 1.182
H -3.096 -4.161 0.482
H -3.381 -4.233 2.215
H -5.082 -5.540 0.417
C 3.792 -4.542 -0.982
O 3.833 -5.764 -1.701
H 3.861 -3.710 -1.687
H 2.785 -4.407 -0.573
H 4.602 -4.465 -0.259
H 4.018 -6.453 -1.059
C 3.147 3.226 -3.609
O 4.436 2.579 -3.693
H 3.270 4.272 -3.330
H 2.587 3.163 -4.543
H 2.628 2.661 -2.839
H 4.907 3.079 -4.367
*
```

# 6
C7H4Br2Cl2N2O2 | ωB97M-V with the def2-TZVPD basis set

* E_tot: -179525.29045 eV

Structure (ORCA input):
```
! RIJCOSX wB97M-V def2-TZVPD def2/J DEFGRID3
* xyz 0 1
C 2.190 -1.931 0.016
C 2.947 -0.689 -0.042
C 2.298 0.511 0.067
C 0.872 0.508 0.182
C -1.882 0.529 -0.808
C -2.567 1.556 -0.011
C -1.651 -0.752 0.063
N 0.872 -1.892 0.046
N 0.382 -0.718 0.039
O 0.130 1.422 0.452
O -1.562 0.508 -1.957
Cl 4.627 -0.717 -0.003
Cl 3.092 2.066 0.258
Br -1.868 -2.353 -0.807
Br -2.106 -0.800 1.863
H 2.766 -2.928 0.047
H -2.359 1.719 1.085
H -3.681 1.506 0.126
H -2.501 2.456 -0.617
*
```